[1]
{
  "formula": "C18H14N6OS",
  "method": "ωB97M-V with the def2-TZVPD basis set",
  "symbols": ["N", "C", "C", "C", "C", "C", "C", "C", "N", "C", "N", "N", "C", "C", "C", "C", "C", "N", "C", "O", "N", "C", "C", "C", "S", "C", "H", "H", "H", "H", "H", "H", "H", "H", "H", "H", "H", "H", "H", "H"],
  "xyz": [[-5.392, -6.474, -2.371], [-5.262, -5.399, -1.915], [-5.215, -4.061, -1.411], [-6.418, -3.402, -1.005], [-6.375, -2.070, -0.541], [-5.167, -1.384, -0.552], [-3.979, -2.030, -0.979], [-2.694, -1.243, -1.020], [-1.955, -1.582, 0.191], [-0.827, -0.865, 0.535], [-0.313, -0.008, -0.349], [0.863, 0.676, -0.207], [1.706, 0.568, 0.785], [2.903, 1.447, 0.821], [3.944, 1.328, 1.780], [5.045, 2.149, 1.818], [5.098, 3.237, 0.980], [6.022, 4.270, 0.800], [5.682, 4.949, -0.326], [6.466, 5.731, -0.871], [4.501, 4.473, -0.833], [4.156, 3.383, -0.022], [3.061, 2.481, -0.135], [1.491, -0.501, 1.853], [-0.249, -1.025, 2.172], [-3.965, -3.382, -1.440], [-7.341, -3.945, -1.018], [-7.325, -1.566, -0.259], [-5.139, -0.311, -0.278], [-2.900, -0.146, -1.046], [-2.121, -1.506, -1.904], [-2.486, -2.023, 0.954], [3.859, 0.490, 2.428], [5.852, 1.937, 2.522], [6.971, 4.273, 1.190], [4.332, 4.505, -1.813], [2.319, 2.549, -0.927], [1.987, -1.384, 1.419], [1.938, -0.300, 2.774], [-3.073, -3.837, -1.800]],
  "forces_ev_per_angstrom": [[0.493, 2.646, 1.208], [-0.831, -2.858, -1.239], [0.243, 1.230, 0.046], [1.602, 0.387, 0.341], [-0.567, -0.657, -0.541], [0.613, -0.212, -0.213], [-0.375, -0.421, -0.689], [-0.499, 0.463, 0.476], [0.750, 0.435, 0.867], [0.610, 1.664, -1.486], [-0.958, -2.405, 0.609], [1.200, 0.998, 1.356], [-2.001, -0.513, -0.483], [1.050, 1.211, -0.286], [-1.431, -0.604, -1.070], [0.571, 0.084, 0.949], [0.302, 0.147, -0.326], [-0.193, -1.292, 1.488], [3.261, 1.783, -2.225], [-1.319, -0.275, 0.386], [-0.146, -0.578, 1.558], [-2.466, -1.734, -0.677], [0.530, 0.437, 0.341], [-0.260, -0.973, -2.358], [0.542, 0.355, 0.238], [-2.548, 1.768, 1.306], [-0.292, -0.202, -0.074], [0.891, -0.442, -0.157], [0.105, -0.845, -0.119], [0.208, -0.715, -0.079], [0.214, 0.076, -0.022], [0.504, 0.400, -0.632], [0.315, -0.438, 0.700], [-0.270, 0.168, -0.106], [-0.853, 0.308, -0.500], [-0.156, 0.254, -0.443], [0.189, 0.194, 0.119], [-0.012, 0.021, 0.411], [0.514, 0.447, 1.490], [0.471, -0.312, -0.163]],
  "de_lowest_kcal_mol": 41.2,
  "homo_lumo_gap_ev": 7.8,
  "total_charge": 0,
  "homo_energy_ev": -7.949,
  "largest_force_ev_per_a": 4.33,
  "energy_ev": -40715.5380,
  "molar_mass_g_mol": 362.42
}

=====

[2]
{
  "formula": "C18H15BClFN2O5",
  "method": "ωB97M-V with the def2-TZVPD basis set",
  "symbols": ["C", "C", "O", "C", "C", "C", "O", "C", "N", "C", "O", "C", "C", "C", "F", "C", "C", "C", "C", "O", "B", "O", "C", "Cl", "C", "C", "C", "N", "H", "H", "H", "H", "H", "H", "H", "H", "H", "H", "H", "H", "H", "H", "H"],
  "xyz": [[-0.064, 1.647, -2.729], [0.023, 0.171, -2.566], [1.101, -0.337, -2.405], [-1.214, -0.673, -2.701], [-0.846, -2.159, -2.396], [-0.993, -2.443, -0.913], [-2.328, -2.407, -0.511], [-2.513, -1.519, 0.568], [-1.456, -0.983, 1.112], [-1.628, -0.016, 1.977], [-0.560, 0.739, 2.592], [0.695, 0.959, 2.113], [1.497, 1.932, 2.755], [2.724, 2.250, 2.252], [3.480, 3.238, 2.731], [3.286, 1.440, 1.300], [2.525, 0.374, 0.831], [1.243, 0.192, 1.140], [3.269, -0.421, -0.281], [4.286, 0.414, -0.759], [4.433, 1.401, 0.176], [5.425, 2.374, 0.349], [-2.872, 0.366, 2.519], [-2.917, 1.726, 3.534], [-3.977, -0.253, 1.932], [-3.850, -1.215, 0.937], [-4.925, -1.925, 0.425], [-5.800, -2.546, -0.030], [-1.024, 2.029, -2.311], [0.760, 2.171, -2.165], [0.018, 2.023, -3.755], [-1.867, -0.279, -1.892], [-1.688, -0.581, -3.709], [-1.463, -2.998, -2.895], [0.162, -2.334, -2.756], [-0.489, -1.625, -0.401], [-0.538, -3.498, -0.628], [0.967, 2.489, 3.573], [0.755, -0.652, 0.706], [2.551, -0.653, -1.206], [3.653, -1.367, 0.060], [5.123, 2.878, 1.120], [-4.965, 0.076, 2.309]],
  "forces_ev_per_angstrom": [[-0.289, 1.973, 1.307], [0.350, 0.188, -1.277], [0.547, -0.307, 0.137], [-0.426, -1.182, 0.318], [-1.720, -1.405, -0.804], [2.707, -1.743, -0.406], [-1.117, 1.611, 2.205], [-1.133, -1.545, -1.914], [0.062, 1.089, 0.586], [1.437, 1.623, 2.209], [-2.037, -1.075, -0.658], [0.680, 0.091, 0.617], [-2.903, 0.947, 1.173], [0.577, -1.124, -0.196], [-0.062, 0.784, 0.488], [0.308, -1.613, -2.372], [2.394, 0.041, -1.792], [-1.318, -1.834, -0.134], [-3.429, -0.248, -1.760], [1.236, 1.089, 0.863], [1.010, 2.176, 2.037], [-0.586, -0.886, -0.899], [0.630, -0.598, -1.917], [-0.678, 0.194, 0.521], [-0.782, 0.907, 1.289], [2.408, 0.583, 1.023], [-2.632, -1.765, -1.637], [1.328, 1.025, 0.790], [0.513, -0.194, -0.401], [-0.716, -0.785, -0.501], [-0.123, -0.522, -0.025], [-0.269, -0.250, -0.788], [0.263, 0.338, 0.899], [0.462, 1.792, 0.191], [0.183, -0.050, 0.367], [0.504, -0.769, -0.064], [-0.776, 2.180, -0.472], [0.934, -0.362, -0.803], [-0.494, -0.094, -0.081], [1.585, 0.491, 2.366], [0.361, -0.312, 0.350], [0.447, -0.032, -0.346], [0.567, -0.427, -0.488]],
  "homo_lumo_gap_ev": 8.5,
  "total_charge": 0,
  "homo_energy_ev": -8.997,
  "largest_force_ev_per_a": 3.86,
  "energy_ev": -48043.4688,
  "molar_mass_g_mol": 404.59
}

=====

[3]
{
  "formula": "C18H15Cl2FeN4O4SSe5",
  "method": "ωB97M-V with the def2-TZVPD basis set",
  "symbols": ["Fe", "Se", "Se", "Se", "Se", "N", "C", "C", "C", "C", "C", "C", "S", "O", "O", "N", "C", "N", "C", "C", "C", "N", "H", "H", "H", "H", "H", "H", "H", "H", "H", "Cl", "C", "Cl", "C", "O", "O", "H", "Se", "C", "C", "C", "C", "C", "C", "H", "H", "H", "H", "H"],
  "xyz": [[0.679, -0.987, 0.441], [3.899, -0.705, 0.481], [5.829, 0.002, 1.320], [3.399, 2.955, 1.304], [2.313, 1.041, 0.758], [0.012, 4.465, -4.971], [-0.354, 3.760, -3.807], [-1.413, 2.853, -3.839], [-1.784, 2.170, -2.694], [-1.104, 2.397, -1.507], [-0.055, 3.301, -1.459], [0.316, 3.983, -2.607], [-1.543, 1.489, -0.049], [-0.687, 1.988, 0.995], [-2.969, 1.587, 0.125], [-1.068, -0.017, -0.355], [-1.863, -0.997, -0.817], [-2.954, -0.776, -1.576], [-3.674, -1.836, -1.899], [-3.353, -3.132, -1.526], [-2.164, -3.268, -0.824], [-1.417, -2.239, -0.482], [-0.175, 3.945, -5.815], [0.975, 4.766, -4.953], [-1.934, 2.672, -4.772], [-2.588, 1.444, -2.712], [0.488, 3.444, -0.533], [1.153, 4.672, -2.574], [-4.555, -1.643, -2.507], [-3.967, -3.979, -1.792], [-1.795, -4.246, -0.522], [1.626, -3.945, 0.014], [1.189, -3.809, -1.690], [2.411, -4.640, -2.695], [0.992, -2.351, -2.209], [0.602, -2.284, -3.362], [1.237, -1.395, -1.410], [0.260, -4.348, -1.839], [-0.280, -1.876, 2.608], [0.612, -1.067, 4.102], [1.935, -0.633, 4.083], [2.518, -0.067, 5.208], [1.797, 0.068, 6.387], [0.479, -0.371, 6.423], [-0.104, -0.928, 5.294], [2.523, -0.730, 3.180], [3.544, 0.275, 5.148], [2.252, 0.516, 7.262], [-0.105, -0.271, 7.331], [-1.137, -1.254, 5.328]],
  "forces_ev_per_angstrom": [[-1.221, -0.061, 0.200], [0.284, 0.074, 0.008], [0.035, 0.000, 0.028], [-0.045, -0.075, 0.060], [0.201, 0.060, -0.223], [-0.014, 0.031, -0.011], [0.018, -0.012, 0.061], [0.003, -0.007, 0.019], [-0.055, 0.028, -0.060], [0.006, 0.009, 0.077], [0.050, -0.067, 0.014], [-0.017, -0.003, -0.067], [0.052, 0.138, -0.121], [-0.063, 0.004, -0.008], [-0.041, -0.015, -0.029], [0.222, 0.019, 0.438], [-0.136, -0.173, -0.180], [-0.002, -0.001, 0.069], [0.003, -0.001, -0.013], [0.023, -0.004, 0.017], [-0.015, -0.036, -0.018], [-0.026, 0.137, 0.011], [0.019, -0.004, 0.002], [0.002, -0.015, -0.011], [0.002, 0.004, -0.003], [0.003, 0.005, 0.008], [-0.011, 0.009, 0.001], [-0.001, 0.006, -0.005], [-0.003, 0.008, 0.007], [0.011, -0.003, -0.012], [-0.002, 0.001, 0.005], [-0.034, -0.021, 0.071], [0.066, 0.056, -0.054], [0.041, -0.039, -0.053], [-0.015, 0.088, 0.046], [-0.013, -0.007, -0.043], [0.355, -0.162, -0.059], [-0.005, -0.008, 0.007], [0.433, 0.114, -0.128], [-0.150, -0.067, 0.016], [0.055, -0.026, -0.055], [-0.004, -0.005, 0.011], [0.007, -0.001, -0.012], [0.018, -0.003, -0.012], [-0.028, 0.015, 0.023], [-0.011, -0.010, -0.007], [-0.004, 0.014, 0.005], [0.000, 0.000, -0.001], [0.005, 0.002, 0.002], [0.002, 0.004, -0.018]],
  "de_lowest_kcal_mol": 0.0,
  "multiplicity": 6,
  "homo_lumo_gap_ev": [6.1, 5.1],
  "total_charge": -2,
  "homo_energy_ev": [-1.714, -1.664],
  "largest_force_ev_per_a": 1.24,
  "energy_ev": -430063.2752,
  "molar_mass_g_mol": 904.96
}